1.
{
  "formula": "C52H138BrN9O11",
  "method": "ωB97M-V with the def2-TZVPD basis set",
  "charge": 8,
  "energy_ev": -162042.432,
  "spin_multiplicity": 1,
  "homo_lumo_gap_ev": 8.5,
  "elements": ["C", "C", "C", "C", "N", "C", "C", "C", "C", "C", "H", "H", "H", "H", "H", "H", "H", "H", "H", "H", "H", "H", "H", "H", "H", "H", "H", "H", "H", "H", "C", "O", "C", "C", "N", "H", "H", "C", "C", "O", "C", "H", "H", "H", "H", "H", "H", "H", "H", "H", "H", "H", "H", "H", "H", "C", "O", "C", "C", "N", "H", "H", "C", "C", "O", "C", "H", "H", "H", "H", "H", "H", "H", "H", "H", "H", "H", "H", "H", "H", "C", "O", "C", "C", "N", "H", "H", "C", "C", "O", "C", "H", "H", "H", "H", "H", "H", "H", "H", "H", "H", "H", "H", "H", "H", "C", "N", "C", "C", "C", "C", "O", "H", "H", "H", "H", "H", "H", "H", "H", "H", "H", "H", "H", "H", "H", "C", "N", "C", "C", "C", "C", "O", "H", "H", "H", "H", "H", "H", "H", "H", "H", "H", "H", "H", "H", "H", "C", "N", "C", "C", "C", "C", "O", "H", "H", "H", "H", "H", "H", "H", "H", "H", "H", "H", "H", "H", "H", "C", "N", "C", "C", "C", "C", "O", "H", "H", "H", "H", "H", "H", "H", "H", "H", "H", "H", "H", "H", "H", "C", "N", "C", "C", "C", "C", "O", "H", "H", "H", "H", "H", "H", "H", "H", "H", "H", "H", "H", "H", "H", "Br"],
  "positions_angstrom": [[2.48604, -4.35532, -1.40976], [1.58950, -4.01636, -2.52818], [0.26500, -3.30004, -2.17968], [0.50677, -2.01897, -1.38466], [-0.74188, -1.33845, -0.83586], [-0.23461, -0.01199, -0.23762], [-1.11901, 0.30114, 0.91964], [-2.01508, -0.95892, 1.16226], [-1.39056, -2.10574, 0.35479], [-1.81807, -1.06530, -1.83951], [3.34794, -4.78125, -1.89185], [2.02150, -5.06025, -0.71954], [2.79485, -3.55416, -0.74955], [1.26182, -4.92733, -3.02725], [2.15172, -3.40374, -3.26892], [-0.40745, -3.96758, -1.64310], [-0.29016, -3.17693, -3.11344], [1.02547, -1.30240, -2.03379], [1.13003, -2.20772, -0.51137], [-0.19739, 0.75922, -1.00382], [0.74085, -0.30932, 0.14062], [-1.83138, 1.10980, 0.72384], [-0.55797, 0.51001, 1.82431], [-3.02600, -0.73615, 0.79470], [-2.09357, -1.24782, 2.21791], [-2.12665, -2.77596, -0.12833], [-0.65589, -2.69610, 0.91454], [-2.29825, -1.99320, -2.07004], [-1.36609, -0.61870, -2.72970], [-2.55800, -0.33085, -1.49332], [-2.89364, -5.76222, 1.89090], [-1.70881, -5.00348, 1.64909], [-0.44688, -5.67774, 1.89453], [-0.07790, -5.56454, 3.33499], [0.07981, -4.18715, 3.80018], [0.73285, -3.69647, 3.16508], [-0.84119, -3.79287, 3.59962], [0.51233, -4.01502, 5.21493], [-0.39670, -3.14113, 5.99336], [-0.53355, -1.94172, 5.24397], [-1.01915, -0.81822, 5.99270], [-3.12512, -5.77825, 2.94718], [-2.70117, -6.76011, 1.52273], [-3.74124, -5.32196, 1.33722], [0.30510, -5.19822, 1.24882], [-0.44386, -6.74055, 1.56439], [0.86530, -6.12918, 3.36781], [-0.80889, -6.04452, 3.96932], [1.53059, -3.65943, 5.09120], [0.61251, -5.02256, 5.64469], [0.02532, -2.98386, 6.99234], [-1.41069, -3.58418, 6.06680], [-2.02303, -1.01436, 6.38106], [-1.15789, -0.04042, 5.25204], [-0.29706, -0.56732, 6.76209], [3.57048, 1.09870, 0.02395], [4.69175, 1.57483, 0.81421], [5.82524, 0.73388, 0.62822], [6.97172, 1.14593, 1.51037], [7.39365, 2.53185, 1.21025], [7.86410, 2.52617, 0.29560], [6.54291, 3.06582, 1.20179], [8.41855, 3.18847, 2.10408], [7.85082, 3.32472, 3.51185], [6.53587, 3.88698, 3.58662], [6.43402, 5.27934, 3.42267], [3.24049, 0.12658, 0.39571], [3.75597, 1.02031, -1.04562], [2.74736, 1.77620, 0.19558], [6.18329, 0.75951, -0.42464], [5.62100, -0.32547, 0.74920], [7.82271, 0.45829, 1.52050], [6.57425, 1.25223, 2.52079], [8.54393, 4.14841, 1.60514], [9.37539, 2.69151, 1.98736], [8.57544, 3.92363, 4.06747], [7.77313, 2.32549, 4.01957], [6.80220, 5.87074, 4.27712], [5.36209, 5.48479, 3.34057], [6.80911, 5.66953, 2.49749], [4.49531, -1.39185, -3.21572], [5.03298, -0.08513, -3.52835], [6.04588, -0.13635, -4.53573], [5.77898, 0.95253, -5.57757], [6.03136, 2.37902, -5.02533], [6.03919, 2.38233, -4.02052], [6.96716, 2.67378, -5.31988], [4.95182, 3.34425, -5.47420], [5.19036, 3.90797, -6.85254], [5.46784, 2.76532, -7.68750], [5.84353, 3.10635, -9.05929], [3.96408, -1.80011, -4.07723], [3.77090, -1.13206, -2.43915], [5.26737, -2.03834, -2.87179], [5.89605, -1.03661, -5.08629], [7.00979, -0.04158, -4.00895], [4.73679, 0.98808, -5.93569], [6.49555, 0.94921, -6.41286], [4.91428, 4.12801, -4.70936], [4.04960, 2.72469, -5.40579], [6.00924, 4.64662, -6.83788], [4.29975, 4.44805, -7.19606], [4.93583, 3.34608, -9.60457], [6.22987, 2.22083, -9.52765], [6.70148, 3.72065, -9.15153], [-1.91678, 6.76024, -3.72960], [-1.51816, 5.68251, -2.76880], [-0.01906, 5.53289, -2.64510], [-1.99449, 6.03918, -1.34367], [-1.98025, 4.28373, -3.24373], [-3.49302, 4.17078, -3.44475], [-3.66490, 4.50052, -4.79366], [-1.66231, 7.77632, -3.41687], [-3.00089, 6.80896, -3.80357], [-1.58848, 6.56060, -4.74860], [0.48744, 6.37506, -2.27089], [0.37683, 5.38512, -3.66043], [0.24686, 4.64469, -2.07744], [-1.61743, 5.23850, -0.70874], [-3.08359, 6.06249, -1.27124], [-1.62008, 7.04402, -1.10949], [-1.59374, 3.60393, -2.49644], [-1.57085, 4.10799, -4.22720], [-4.07825, 4.84666, -2.83688], [-3.84278, 3.15424, -3.31373], [-4.15588, 3.87542, -5.33056], [-6.15888, 0.35231, 6.08593], [-5.77765, 1.46083, 5.14175], [-4.62691, 1.04540, 4.28361], [-7.00632, 1.71920, 4.25057], [-5.45696, 2.73060, 6.03517], [-5.32241, 4.04430, 5.25815], [-4.15528, 4.06740, 4.49155], [-6.27903, -0.54561, 5.47793], [-7.06473, 0.68674, 6.59580], [-5.34087, 0.30502, 6.78931], [-4.53863, 1.75758, 3.46329], [-4.78471, 0.00883, 3.94516], [-3.63950, 1.00536, 4.72944], [-7.80448, 2.03304, 4.91730], [-7.31321, 0.81134, 3.73729], [-6.66185, 2.50623, 3.60251], [-4.56366, 2.42873, 6.54645], [-6.25283, 2.74566, 6.77942], [-5.33666, 4.86138, 5.96579], [-6.15486, 4.23601, 4.57534], [-3.56560, 4.31231, 5.21130], [-7.50780, -4.33662, 0.15645], [-7.60796, -3.08577, 1.10310], [-6.32575, -2.27281, 1.09105], [-8.78714, -2.23269, 0.76406], [-7.63396, -3.63982, 2.59421], [-8.79967, -4.55337, 2.96790], [-8.64249, -5.76312, 2.36167], [-8.50554, -4.74119, 0.26260], [-6.68151, -4.94592, 0.56336], [-7.29699, -3.86477, -0.79353], [-5.51813, -2.99976, 1.20177], [-6.40301, -1.56530, 1.91099], [-6.25721, -1.69604, 0.16087], [-9.55639, -2.89104, 1.09286], [-8.74016, -2.07246, -0.31812], [-8.75614, -1.28303, 1.30866], [-7.61002, -2.70198, 3.11764], [-6.64035, -4.11498, 2.77247], [-9.70815, -4.03152, 2.62659], [-8.91104, -4.60186, 4.06313], [-9.49775, -6.21785, 2.45542], [0.65081, -4.47660, -6.79643], [0.37592, -3.06683, -7.20332], [0.84367, -2.12441, -6.11809], [0.99847, -2.88241, -8.54319], [-1.16356, -2.82051, -7.52937], [-2.16094, -3.13581, -6.42276], [-2.10102, -2.13616, -5.36691], [1.71195, -4.65892, -6.77217], [0.16296, -5.21258, -7.44368], [0.25288, -4.61928, -5.77398], [1.92456, -2.26400, -5.93576], [0.23864, -2.38238, -5.26533], [0.57076, -1.11326, -6.39667], [0.62103, -3.64340, -9.24717], [2.09070, -2.94734, -8.56067], [0.76874, -1.88356, -8.89444], [-1.39467, -3.35133, -8.44868], [-1.15839, -1.74409, -7.69014], [-2.01084, -4.11939, -5.99967], [-3.11847, -3.16443, -6.93553], [-3.00405, -1.91416, -5.07379], [2.31289, 2.10896, 6.14257], [2.91667, 1.57760, 4.79784], [4.17051, 2.32039, 4.50069], [3.24495, 0.09256, 4.94229], [1.82301, 1.72804, 3.71759], [1.32883, 3.09768, 3.43137], [2.06013, 3.54318, 2.26893], [1.36120, 1.58643, 6.26901], [2.05054, 3.17299, 6.00800], [3.11149, 1.97752, 6.87874], [4.54179, 2.00367, 3.51320], [4.95325, 2.16277, 5.24435], [4.03002, 3.40046, 4.55317], [2.32855, -0.43178, 5.14480], [3.94112, -0.03624, 5.77987], [3.80840, -0.31645, 4.09456], [1.02558, 1.06207, 4.04551], [2.25313, 1.29411, 2.79044], [1.49924, 3.82644, 4.26257], [0.24331, 3.02041, 3.24594], [1.77189, 4.41731, 1.95069], [1.56528, -1.89631, 2.09599]],
  "atomic_forces_ev_per_a": [[0.2582, -0.4949, 1.0059], [-1.3355, 1.0782, -1.0069], [-0.1477, -0.1269, 0.0485], [-0.5635, -0.4809, -0.9214], [0.2658, 0.5175, 0.6206], [0.1859, -1.1469, -0.0581], [-1.7592, -0.2396, 0.8398], [0.0951, -0.3072, -0.0337], [-0.4129, 0.3668, -1.0242], [0.6446, 0.6583, -0.3044], [0.6317, -0.4738, 0.4495], [0.1081, -0.3918, -0.1963], [0.1921, 0.5590, -0.1986], [0.3231, -0.1091, -0.2072], [-0.4182, -0.2727, 0.2343], [0.2154, -0.2687, 0.5403], [0.0808, 0.6508, -0.0786], [-0.2048, 0.1458, 0.1749], [-0.0863, -0.0276, 0.0316], [0.1093, -0.1954, -0.1568], [0.1934, 0.4936, -0.0698], [0.4601, 0.2014, 0.0285], [0.2366, 0.1375, -0.0664], [0.1784, -0.2020, 0.1406], [0.1145, 0.1746, -0.2303], [0.3917, 0.2198, 0.5616], [-0.0238, 0.4728, -0.4143], [-0.2643, -0.4296, -0.3612], [0.0514, -0.3124, 0.0140], [0.3264, -0.3653, 0.3988], [0.4135, -0.0460, -0.3175], [0.6844, 0.4442, -0.3399], [-1.1205, 0.3333, -0.9974], [1.0783, -1.9020, -0.1337], [-0.7568, -0.1701, -0.8739], [-0.0141, 0.4646, 0.0372], [0.1182, 0.6089, 0.2803], [1.0220, -1.3943, -0.3703], [-0.8550, 0.4316, -0.0506], [0.0648, 0.6290, 0.1778], [-0.2040, -1.0391, -0.8194], [-0.1944, -0.1690, 0.3387], [-0.4165, -0.4622, 0.0159], [0.5229, -0.0601, 0.1544], [-0.2440, 0.1731, 0.2251], [-0.3319, 0.5131, 0.4270], [-0.0558, 0.3382, 0.7439], [-0.1231, -0.2681, 0.2272], [0.0670, 0.4656, 0.5334], [-0.2570, 0.3451, 0.0776], [-0.1546, 0.0246, -0.0563], [0.4666, -0.1025, 0.3460], [0.1778, -0.1319, 0.4595], [0.3245, 0.4507, -0.0468], [-0.1504, 0.2821, 0.2998], [0.1443, -0.0207, 0.8900], [0.0109, -0.6862, -0.6750], [0.5611, -0.1586, -1.4947], [-0.6867, 0.0980, 1.4976], [1.5912, -0.9020, -1.0559], [-0.6893, 0.2406, -0.0244], [-0.4913, 0.7806, -0.1667], [-1.0745, 0.7105, -0.1749], [0.2363, -0.4932, 0.9437], [0.8074, -1.1217, -0.6815], [-1.1772, 1.0504, 0.6131], [0.1739, -0.2274, 0.0425], [0.4828, 0.1577, -0.1140], [-0.0550, 0.4498, 0.0763], [-0.3064, 0.3173, 0.1227], [-0.3318, -0.2123, 0.5814], [-0.1879, 0.1680, -0.2084], [0.1723, -0.4731, 0.1631], [0.0984, 0.3083, 0.3471], [-0.0120, -0.4308, 0.4373], [-0.0569, -0.0135, 0.2076], [0.2115, 0.9157, -0.4704], [0.2098, -0.4261, -0.2925], [0.0109, -0.0606, 0.2493], [0.8319, 0.0290, -0.5793], [-0.6510, 2.0232, -0.0680], [-0.1966, -0.2228, -0.1479], [-0.7832, 1.2617, 0.2906], [0.9969, 0.9087, 0.2476], [-0.2278, -0.3687, -0.7577], [-0.0584, -0.2147, 0.5958], [-0.1755, 0.1526, -0.1376], [-0.1188, 0.0777, 0.6894], [0.3695, -0.7312, -0.8537], [0.4551, 1.1431, 0.2017], [-0.9220, -1.4346, 0.2654], [0.1169, -0.1491, -0.0706], [0.0611, -0.6272, 0.1051], [0.4985, -0.7103, 0.3424], [0.6604, -0.9838, -0.3696], [-0.0113, -0.2934, -0.7393], [0.6788, -0.4519, 0.0970], [-0.6297, -0.6728, 0.1107], [-0.0862, 0.0115, -0.2993], [0.0298, 0.4559, -0.1491], [0.0034, -0.3311, -0.1029], [-0.0137, -0.0760, 0.1070], [0.2139, 0.7417, -0.1035], [-0.1662, -0.9478, 0.0948], [0.3206, 1.5507, 0.3206], [-0.8862, 0.5108, -0.5097], [0.6079, -0.2435, 0.9327], [-0.1166, -0.8415, -1.9457], [-0.2714, -0.2904, -0.9819], [-0.9186, 1.0156, 1.0692], [0.3461, -0.2763, -1.1223], [-0.0637, 0.8299, -0.8464], [0.6603, -0.4093, 0.2659], [-0.1624, -0.4126, 0.1866], [0.4029, -0.1608, 0.2325], [0.1013, 1.3040, 0.7302], [-0.2102, 0.0083, 0.2085], [-0.3251, 0.0747, 0.2390], [0.1058, 0.3280, 0.2026], [0.1346, -0.0194, -0.3107], [0.1100, -0.4903, 0.0371], [0.1027, -0.2151, 0.1393], [0.5037, 0.0401, -0.0534], [-0.1313, 0.1183, 0.4265], [0.1158, -0.2921, 0.6462], [-0.3137, -0.1023, 0.2425], [0.3422, 0.9027, -0.2951], [-0.5756, 0.3054, 0.1661], [-0.0392, -0.2612, -0.6612], [1.1886, 0.1898, 1.0510], [-1.0023, -0.7204, -1.0425], [-1.4368, -0.6723, -0.1532], [0.7913, -0.0067, 0.5365], [-0.1298, -0.0194, 0.4460], [0.0503, -0.4780, -0.0342], [0.0644, -0.5705, 0.3364], [-0.1461, -0.2164, -0.0516], [-0.3581, 0.4880, -0.1695], [-0.1876, 0.3802, 0.9306], [-0.0846, 0.2082, -0.1404], [0.2913, -0.0102, -0.0512], [-0.5480, 0.1363, -0.5579], [0.6640, 0.1397, 0.2373], [-0.1372, 0.2215, -0.1402], [-0.1075, 0.2050, 0.4033], [-0.1173, -0.1725, 0.3068], [1.1671, 0.1839, -0.7056], [0.1123, 2.2824, 1.3254], [2.0111, -1.0556, 1.2388], [-1.0057, -0.5979, -0.7161], [1.1472, -0.5897, -0.0337], [0.4392, 0.1696, -0.6982], [-0.2478, 2.2568, 0.1840], [-0.4687, -1.3184, -0.3827], [0.2542, -0.7257, -0.4958], [-0.7260, 0.0400, -0.4418], [-0.0187, -0.5464, -0.4950], [0.1281, 0.4608, 0.0307], [0.2743, -0.0412, 0.1287], [0.0238, -0.3649, 0.0657], [-1.4335, 0.3276, -0.3076], [-0.4391, 0.0107, 0.2748], [-0.0701, -0.3356, -0.0263], [-0.4469, 0.1932, 0.8334], [-0.7753, 0.0821, -0.3949], [-0.1197, -0.1746, 0.1613], [0.3850, 0.0258, -0.1416], [0.4879, -0.3880, -0.1468], [-0.9404, -0.3781, 1.2090], [-1.0141, -0.7040, -0.7934], [-0.0889, -0.5987, -0.7992], [0.7991, 0.4293, -0.8011], [1.0329, 0.4462, 1.3530], [0.3946, 0.4050, -0.0362], [-0.4735, -0.2629, -0.2967], [0.3909, 0.0710, -0.1382], [0.1009, 0.4166, -0.1383], [0.2066, 0.0207, -0.4857], [-0.6022, 0.0875, -0.2117], [0.1021, -0.0642, 0.4907], [0.2919, 0.1564, -0.2083], [0.0248, 0.4030, 0.4319], [-0.1419, -0.2345, 0.5759], [-0.2666, 0.0883, -0.1963], [0.1186, -0.1304, 0.0787], [-0.3102, -0.0173, -0.3228], [0.1009, -0.3200, 0.1413], [-0.2802, 0.2051, 0.1503], [0.5146, -0.2967, -0.4316], [0.4889, 0.0082, -1.5527], [-0.7838, 0.0758, 0.7754], [0.5173, 0.4333, -0.5162], [0.8140, 0.6161, 0.5047], [1.3788, -1.4493, 0.1618], [0.2893, 1.6109, -0.2791], [-0.4658, 0.0855, -0.0521], [0.4825, -0.2693, 0.5202], [0.5301, -0.5137, 0.1683], [-0.6556, -0.0730, 0.1909], [-0.2776, 0.3103, 0.3553], [-0.3008, -0.5761, 0.1449], [-0.4022, -0.1063, -0.4312], [-0.2944, -0.3359, -0.1640], [-0.3710, 0.3021, 0.1037], [-0.6942, 0.4229, -0.2489], [0.0323, -0.0046, 0.0776], [-0.2707, 0.1949, 0.5173], [-0.3097, -0.6086, -0.5701], [0.3386, 0.2553, -0.0683], [0.0327, -0.3985, 0.5594], [0.2226, 0.1771, 0.0678]]
}

2.
{
  "formula": "C4H12NOP3",
  "method": "ωB97M-V with the def2-TZVPD basis set",
  "charge": 0,
  "energy_ev": -35742.563,
  "spin_multiplicity": 1,
  "de_lowest_ev": 1.220,
  "homo_lumo_gap_ev": 8.2,
  "elements": ["C", "C", "C", "C", "N", "O", "P", "P", "P", "H", "H", "H", "H", "H", "H", "H", "H", "H", "H", "H", "H"],
  "positions_angstrom": [[-0.43836, -1.15950, -0.90263], [-2.94652, 0.48614, -0.55304], [-2.28417, -0.25500, 0.60058], [-0.80456, -0.65807, 0.51686], [0.14461, 0.43551, 0.84774], [0.12161, -0.39507, -1.61032], [3.45559, -0.70398, 0.93420], [3.10287, 0.53785, -0.82152], [0.61315, 1.67787, 0.06643], [-0.88617, -2.08520, -1.23294], [-3.54709, -0.11279, -1.24184], [-2.02734, 0.73029, -1.03224], [-3.53161, 1.32583, -0.24813], [-2.24405, 0.35754, 1.42670], [-2.85232, -1.15518, 0.77033], [-0.64398, -1.44094, 1.19129], [2.38204, -1.37846, 0.33561], [2.59984, 0.08105, 1.71618], [4.30344, -0.07891, -1.38789], [3.78731, 1.61838, -0.42429], [1.69570, 2.17264, 1.04891]],
  "atomic_forces_ev_per_a": [[-1.4525, 1.0676, 2.0564], [1.1204, -0.8303, -0.1901], [-0.7063, -1.6521, -1.0174], [1.4323, 1.7756, -2.0299], [-1.1770, -1.5644, 0.9879], [1.0098, 0.1584, -2.0623], [0.0489, 0.0142, 0.0468], [0.8059, -1.3227, -1.1813], [0.5291, 0.9272, 0.2058], [0.0302, -0.9043, -0.3056], [0.1810, -0.2045, 0.2539], [0.0614, 1.4566, -1.4944], [-0.0956, 0.6357, 0.1875], [-0.5900, 1.1731, 2.1871], [-0.1682, -0.3666, 0.7167], [0.2130, -1.2068, 1.2855], [-0.3474, -0.7938, 0.4768], [-0.2799, -0.0225, 0.3232], [-0.8042, 0.5289, -0.2230], [1.1112, 1.5648, 0.5455], [-0.9220, -0.4341, -0.7691]]
}